A structure of composition C33H35N10SSe2Ti at a distorted geometry. Source: the Open Molecules 2025 dataset; level of theory: ωB97M-V/def2-TZVPD.

XYZ file:
```
82
Properties=species:S:1:pos:R:3:forces:R:3
Ti 6.40273 -4.41142 17.84338 0.7 -0.2 -1.1
C 8.59023 -2.24345 17.16649 -0.9 1.1 0.7
N 7.13640 -2.61255 16.90587 0.5 0.9 -0.8
C 6.89027 -2.58534 15.42418 0.7 -0.9 -0.1
C 6.53619 -3.93730 14.83157 0.3 0.0 -1.2
C 6.72358 -4.06753 13.43017 -0.8 -0.3 1.2
C 6.32008 -5.21874 12.81098 -0.6 -0.2 0.3
C 5.69861 -6.18152 13.62044 0.3 -1.7 -2.2
C 5.65492 -6.07506 14.96179 0.8 1.4 0.5
N 6.09649 -4.95531 15.58774 0.3 0.8 0.5
C 6.24327 -1.54905 17.51007 0.0 -1.0 0.4
C 4.83702 -1.98334 17.32132 -1.9 -0.8 -0.3
C 3.73510 -1.14231 17.37069 0.3 2.1 -1.0
C 2.46988 -1.60247 16.99819 1.8 -0.8 0.4
C 2.36766 -2.93253 16.63609 -1.8 0.0 0.0
C 3.43522 -3.78807 16.73111 -0.6 -0.5 -0.8
N 4.63253 -3.30350 17.06025 1.3 -0.3 0.8
C 8.89672 -2.63299 18.59511 -1.1 -0.2 -0.5
C 10.00004 -2.20796 19.28418 -0.4 0.0 -0.2
C 10.26507 -2.80449 20.54294 1.9 2.1 -1.6
C 9.38475 -3.65247 21.04971 -2.2 -1.5 0.7
C 8.23258 -3.96729 20.32371 0.6 -1.4 0.3
N 7.98764 -3.55679 19.09723 0.9 1.2 -0.4
H 8.67467 -1.12281 16.95586 0.2 -1.5 0.3
H 9.25221 -2.82975 16.53499 -0.2 0.1 -0.4
H 7.78610 -2.26779 14.84128 -0.6 0.3 0.8
H 6.08821 -1.86898 15.33647 -0.2 0.1 -1.0
H 7.06602 -3.28219 12.80240 0.5 0.8 0.0
H 6.44299 -5.29761 11.73113 -0.1 -0.3 0.3
H 5.37059 -7.15065 13.19872 0.1 0.8 0.1
H 5.33382 -6.90424 15.52947 -0.4 -0.5 0.8
H 6.33136 -0.53592 17.14623 0.7 0.2 -0.5
H 6.46672 -1.50768 18.55872 0.2 0.2 0.5
H 3.90402 -0.03143 17.45371 -0.1 -1.4 0.4
H 1.63790 -0.95571 16.98946 -0.8 0.7 -0.1
H 1.39230 -3.29904 16.29997 0.4 -0.1 0.1
H 3.20998 -4.85365 16.43092 1.1 1.1 0.6
H 10.59961 -1.42534 18.79313 0.0 -0.6 0.6
H 11.21302 -2.59089 21.01157 0.0 0.1 0.3
H 9.49094 -4.19960 21.96421 0.4 0.1 0.4
H 7.63311 -4.80316 20.65363 -0.2 0.2 0.4
C 2.71790 -2.14958 20.48098 2.0 -0.1 2.4
N 2.72678 -3.50060 19.96850 -0.1 0.1 0.9
C 1.63702 -4.30895 19.82887 -0.7 0.3 -0.3
C 1.99123 -5.51631 19.32500 0.0 1.7 0.9
N 3.39726 -5.42805 19.30571 1.7 -1.3 -1.1
C 3.81799 -4.18131 19.71221 -0.6 -1.6 -0.7
S 5.39758 -3.62337 19.91645 0.8 -0.6 -0.1
C 4.30085 -6.53757 18.95210 -0.7 -1.2 -0.2
C 3.90228 -7.79658 19.38358 -1.8 0.2 1.5
C 4.52540 -9.02009 19.11032 0.5 4.4 -1.4
C 5.62107 -8.84074 18.30254 1.5 -0.8 0.0
C 6.03817 -7.59481 17.86978 -1.6 0.2 0.8
N 5.37830 -6.43475 18.14297 0.3 1.0 0.4
H 3.67297 -1.64978 20.25793 -0.6 0.1 -0.5
H 2.69611 -2.09624 21.59603 0.0 -0.7 -0.6
H 1.85495 -1.65646 20.19958 -1.5 1.1 -1.2
H 0.70932 -3.89105 20.14420 -0.7 -0.2 -0.2
H 1.23029 -6.23566 19.00897 1.2 -0.4 0.1
H 3.01672 -7.79548 20.04162 0.5 -0.1 -0.4
H 4.06894 -9.87867 19.40966 -0.7 -2.5 0.9
H 6.32953 -9.62624 18.07106 -0.4 -0.3 -0.2
H 6.88709 -7.57500 17.24265 0.7 0.5 -0.4
Se 8.59155 -5.62138 16.95676 -0.9 0.3 -0.3
C 9.31002 -6.05995 18.56450 -0.4 0.2 -1.4
N 9.68934 -6.34332 19.59866 0.7 -0.6 1.7
C 7.18718 3.31525 20.91182 1.2 -0.6 1.3
N 5.75813 3.19114 20.74347 -1.9 1.1 -0.1
C 4.91489 4.30523 20.92793 1.0 0.1 0.8
C 3.65853 3.97202 20.60204 0.4 0.5 -0.1
N 3.68736 2.65511 20.15459 1.3 -0.3 0.6
C 2.45812 1.89415 20.02810 -0.9 -1.5 -0.1
C 5.01145 2.17273 20.29611 -1.1 -0.5 -0.1
Se 5.66823 0.40215 20.10051 -0.6 0.9 0.0
H 7.60674 2.47230 21.54209 -0.5 0.7 -1.2
H 7.43043 4.21519 21.50549 -0.5 -0.3 -0.4
H 7.66159 3.44886 19.93959 0.1 -0.4 0.1
H 5.32788 5.17868 21.43906 -0.4 -0.2 -0.6
H 2.80657 4.65780 20.63737 0.1 -0.8 -0.1
H 2.07131 1.48277 20.99144 0.6 0.6 -0.4
H 2.55257 1.00075 19.38036 0.5 0.6 0.2
H 1.63103 2.46999 19.58559 0.6 0.3 0.2
```
Forces are in eV/Å.

Output
Total charge = +3
F_max = 4.6 eV Å⁻¹
Energy relative to the best compared isomer or geometry (same formula, charge and spin) = 2.533 eV
Multiplicity = 1
Lowest unoccupied orbital energy = -9.6 eV

A structure of composition C33H36AuClN3S3Si at a distorted geometry. Source: the Open Molecules 2025 dataset; level of theory: ωB97M-V/def2-TZVPD.

XYZ file:
```
78
Properties=species:S:1:pos:R:3:forces:R:3
Au 16.03943 13.06438 9.43997 0.1 0.0 0.0
S 18.44685 13.71288 9.14168 -0.2 -0.3 0.0
C 19.26014 12.29170 9.50711 0.5 -0.1 0.0
N 20.58540 12.25554 9.62443 -0.1 -0.8 0.3
C 21.26980 10.97876 9.92439 0.4 0.8 0.0
C 20.64243 9.88016 9.15283 -0.5 -0.7 0.1
N 19.19981 9.83646 9.50453 0.9 -0.2 -0.4
C 18.51133 8.51855 9.50309 -0.2 0.7 0.1
C 18.05745 8.11492 10.88274 0.0 0.0 0.0
C 18.97436 8.05138 11.91985 0.6 0.1 0.5
C 18.55542 7.79117 13.23135 0.2 0.1 -0.9
C 17.20519 7.57198 13.46241 0.7 0.1 0.1
C 16.29257 7.60152 12.43021 0.2 -0.3 -0.3
C 16.71724 7.85796 11.13508 -0.1 0.1 0.4
C 18.53852 10.96255 9.69673 -0.7 0.0 0.0
S 16.90028 10.91241 10.10609 0.6 0.2 -0.1
C 21.46287 13.41928 9.48770 0.3 0.0 0.1
C 22.31366 13.32092 8.24558 0.6 0.4 0.6
C 21.70710 13.44645 7.00742 -0.4 -0.2 -0.2
C 22.44982 13.36254 5.84858 0.3 -0.4 -0.3
C 23.82968 13.15655 5.92231 -0.3 0.0 -0.3
C 24.44357 13.08524 7.15871 0.5 -0.1 0.5
C 23.70542 13.18445 8.34181 -0.5 0.0 -0.4
H 21.23486 10.77024 11.00285 0.0 0.1 -0.2
H 22.31864 11.07128 9.61509 -0.3 0.1 0.1
H 21.10923 8.95069 9.47717 -0.2 -0.1 0.0
H 20.80608 9.95199 8.06976 -0.2 0.2 0.2
H 19.22004 7.80902 9.07842 -0.2 0.0 -0.1
H 17.62375 8.67020 8.87737 0.2 -0.4 -0.1
H 20.04473 8.22220 11.70464 -0.6 -0.1 0.2
H 19.28387 7.75674 14.03493 -0.2 0.0 -0.1
H 16.90951 7.37367 14.46423 -0.4 -0.1 0.6
H 15.25796 7.38681 12.62010 -0.3 0.0 0.1
H 15.97177 7.91530 10.35761 0.0 0.0 -0.3
H 22.09797 13.48944 10.38027 -0.2 -0.1 -0.1
H 20.82316 14.28188 9.45688 -0.1 0.5 0.0
H 20.63116 13.59053 6.94984 0.1 0.0 0.0
H 21.94415 13.37527 4.88970 0.1 0.2 0.0
H 24.41489 13.03345 5.00763 -0.2 0.1 0.3
H 25.52186 12.93408 7.21095 -0.3 0.1 0.0
H 24.18871 13.17618 9.32331 -0.1 -0.1 -0.4
C 9.39832 13.70714 7.98175 -0.1 0.3 -0.8
Si 10.35364 13.19697 9.46462 0.6 0.1 0.4
C 10.58137 11.37288 9.44352 0.8 -0.7 -0.4
C 9.47149 13.67340 11.02458 -0.2 0.6 0.3
C 11.99662 14.19210 9.46580 0.0 -0.1 -0.2
C 11.87555 15.57413 9.53508 -1.2 0.2 0.0
C 12.94792 16.43313 9.55596 0.6 0.2 0.1
C 14.21560 15.88201 9.51852 0.1 0.3 0.0
N 14.38249 14.56444 9.42924 0.0 -0.1 -0.1
C 13.31470 13.74029 9.38511 -0.1 -0.2 0.1
S 13.83693 12.07260 9.23943 -0.1 0.0 0.0
H 8.42450 13.21707 7.92175 0.0 0.0 0.1
H 9.93365 13.43613 7.06197 0.0 0.1 0.2
H 9.23966 14.79078 7.95839 -0.1 -0.1 0.0
H 9.59843 10.90937 9.43591 -0.2 -0.1 0.1
H 11.14868 11.00722 10.30917 -0.2 0.0 -0.1
H 11.11275 11.01735 8.53784 -0.3 0.2 0.4
H 8.47354 13.22999 11.02882 0.0 0.1 0.0
H 9.36310 14.77021 11.12622 -0.1 -0.5 -0.1
H 9.98617 13.33323 11.92473 0.1 -0.1 -0.1
H 10.86785 16.01590 9.57537 0.4 -0.2 0.0
H 12.80371 17.50000 9.63087 0.1 0.0 0.0
H 15.12048 16.48447 9.54651 -0.2 -0.1 0.0
Cl 18.59475 22.47458 9.64590 0.0 0.0 0.0
C 18.28446 20.77221 9.64760 0.1 0.1 0.1
C 17.95406 20.14406 8.44245 0.4 0.8 -0.3
C 17.77532 18.79360 8.41822 -0.3 -0.3 -0.2
C 17.83598 18.03792 9.60522 -0.2 -0.8 0.1
C 17.59349 16.65251 9.59811 -0.1 0.3 -0.5
C 18.13356 18.69490 10.80551 0.3 0.5 0.6
C 18.39382 20.05035 10.83585 -0.2 -0.1 -0.3
H 17.92992 20.74262 7.52636 -0.1 -0.3 0.4
H 17.56644 18.27033 7.49388 0.0 0.1 -0.1
H 17.66482 16.06955 10.51223 -0.1 0.0 -0.2
H 17.31609 16.18982 8.64366 0.1 0.0 0.5
H 18.16732 18.13116 11.73207 0.0 0.0 -0.1
H 18.66452 20.53272 11.76337 0.0 0.1 0.0
```
Forces are in eV/Å.

Output
Total charge = +1
F_max = 1.2 eV Å⁻¹
Energy relative to the best compared isomer or geometry (same formula, charge and spin) = 0.000 eV
Multiplicity = 3
Lowest unoccupied orbital energy (spin up / spin down) = -4.1 / -4.2 eV

A structure of composition C33H36Cl2GeIrN2O4SSi. Source: the Open Molecules 2025 dataset; level of theory: ωB97M-V/def2-TZVPD.

XYZ file:
```
81
Properties=species:S:1:pos:R:3:forces:R:3
Ir -0.73850 2.00934 1.75670 0.0 0.0 0.0
C 4.06567 3.24162 1.00157 0.0 0.0 0.0
C 2.96858 2.25399 1.37940 0.0 0.0 0.0
C 3.56579 0.88495 1.71147 0.0 0.0 0.0
O 2.13328 2.15619 0.24146 0.0 0.0 0.0
C 2.25096 2.78791 2.65400 0.0 0.1 0.0
O 2.97251 3.00536 3.63223 0.0 -0.1 0.0
O 0.98803 2.99058 2.64169 0.0 0.0 0.0
H 4.60704 2.86007 0.13251 0.0 0.0 0.0
H 4.74914 3.37955 1.83740 0.0 0.0 0.0
H 3.62330 4.20442 0.73887 0.0 0.0 0.0
H 4.16438 0.53905 0.86419 0.0 0.0 0.0
H 2.76809 0.15815 1.88406 0.0 0.0 0.0
H 4.18645 0.94179 2.60525 0.0 0.0 0.0
H 1.42351 1.51863 0.45069 0.0 0.0 0.0
C 1.03291 3.36360 -3.14429 -0.1 0.0 0.0
Si -0.77757 3.25871 -3.61425 0.1 0.0 0.0
C -1.65537 4.88884 -3.30364 0.0 0.0 0.0
C -0.79375 2.99931 -5.49110 0.0 0.0 0.0
C -1.68370 1.80197 -2.85101 0.0 0.0 -0.1
C -2.18192 0.78643 -3.65614 0.0 0.0 0.0
C -2.79946 -0.32598 -3.09744 0.0 0.0 0.0
C -2.89412 -0.37574 -1.71830 0.0 0.0 0.0
N -2.44802 0.58164 -0.90977 0.0 0.0 0.0
C -1.85544 1.65068 -1.45057 0.1 0.0 0.0
S -1.28995 2.93238 -0.39777 -0.1 0.0 0.0
H 1.46761 4.26271 -3.59276 0.0 0.0 0.0
H 1.58221 2.50087 -3.53032 0.0 0.0 0.0
H 1.18157 3.40003 -2.06493 0.0 0.0 0.0
H -1.21267 5.68983 -3.90365 0.0 0.0 0.0
H -1.60278 5.16476 -2.25192 0.0 0.0 0.0
H -2.70988 4.79708 -3.57717 0.0 0.0 0.0
H -0.27798 3.83132 -5.97867 0.0 0.0 0.0
H -1.80729 2.95203 -5.89762 0.0 0.0 0.0
H -0.27433 2.07831 -5.76890 0.0 0.0 0.0
H -2.06679 0.84440 -4.73384 0.0 0.0 0.0
H -3.17448 -1.13803 -3.70686 0.0 0.0 0.0
H -3.34822 -1.23124 -1.22464 0.0 0.0 0.0
O -4.05556 2.69887 4.65300 0.0 0.0 0.0
C -3.19531 2.39254 3.87454 0.0 0.0 0.0
N -2.35818 2.06560 3.10576 0.0 0.1 0.0
Cl 2.55593 -0.94941 5.01115 0.0 0.0 0.0
C 1.31611 0.27711 4.63507 0.0 0.0 0.0
Cl -0.07251 0.15358 5.73236 0.0 0.0 0.0
H 0.95401 0.09933 3.62304 0.0 0.0 0.0
H 1.76591 1.25769 4.74523 0.0 0.0 0.0
C -0.00382 0.19253 1.42512 -0.1 -0.1 -0.1
Ge -0.19837 -1.58480 0.84676 0.0 0.1 0.1
C 0.28756 -1.80857 -1.05655 0.0 0.0 0.0
C 0.30712 -3.05864 -1.67648 0.0 0.0 0.0
C 0.63557 -3.19259 -3.01889 0.0 0.0 0.0
C 0.96262 -2.06766 -3.76560 0.0 0.0 0.0
C 0.96083 -0.81928 -3.16053 0.0 0.0 0.0
C 0.62601 -0.69205 -1.81827 0.0 0.0 0.0
C -2.04418 -2.22679 1.12334 0.0 0.0 0.0
C -2.44057 -3.52841 0.81660 0.0 0.0 0.0
C -3.75708 -3.93865 0.98799 0.0 0.0 0.0
C -4.69882 -3.04501 1.48255 0.0 0.0 0.0
C -4.31500 -1.75074 1.80815 0.0 0.0 0.0
C -2.99801 -1.34412 1.62941 0.0 0.0 0.0
C 0.94272 -2.89331 1.79089 0.0 0.0 0.0
C 0.48692 -3.54366 2.93695 0.0 0.0 0.0
C 1.31040 -4.40483 3.65047 0.0 0.0 0.0
C 2.61306 -4.62877 3.22821 0.0 0.0 0.0
C 3.08549 -3.98778 2.09040 0.0 0.0 0.0
C 2.25476 -3.13076 1.38075 0.0 0.0 0.0
H 0.06995 -3.94854 -1.10177 0.0 0.0 0.0
H 0.63980 -4.17341 -3.48196 0.0 0.0 0.0
H 1.21791 -2.16522 -4.81496 0.0 0.0 0.0
H 1.20985 0.06420 -3.73581 0.0 0.0 0.0
H 0.62029 0.29079 -1.35521 0.0 0.0 0.0
H -1.71275 -4.24023 0.43933 0.0 0.0 0.0
H -4.04699 -4.95368 0.73852 0.0 0.0 0.0
H -5.72773 -3.35949 1.61810 0.0 0.0 0.0
H -5.03970 -1.04678 2.19987 0.0 0.0 0.0
H -2.71307 -0.32628 1.87116 0.0 0.0 0.0
H -0.52580 -3.36675 3.28427 0.0 0.0 0.0
H 0.93885 -4.88803 4.54681 0.0 0.0 0.0
H 3.26178 -5.29176 3.78926 0.0 0.0 0.0
H 4.10542 -4.14954 1.76010 0.0 0.0 0.0
H 2.63576 -2.63219 0.49496 0.0 0.0 0.0
```
Forces are in eV/Å.

Output
Total charge = -2
F_max = 0.2 eV Å⁻¹
Energy relative to the best compared isomer or geometry (same formula, charge and spin) = 0.000 eV
Multiplicity = 6
Lowest unoccupied orbital energy (spin up / spin down) = 4.3 / 4.3 eV